Here is an isolated molecule of CHO3P3 at a distorted geometry from OMol25. Energies are from wB97M-V/def2-TZVPD.

Summary:
highest occupied orbital energy (spin up / spin down)	-9.5 / -9.5	eV
structure (SMILES)	O=P[C@H]1P2O[P@]12=O
charge	0
LUMO energy (spin up / spin down)	-1.735 / -1.734	eV

Positions of all 8 atoms, in Å:
1 C 0.03 0.02 0.91
2 O 1.71 -2.05 0.87
3 O -0.76 2.32 0.92
4 O 0.59 2.01 -1.29
5 P 0.57 -1.61 1.73
6 P -0.97 1.14 1.91
7 P 0.83 2.00 0.15
8 H -0.28 0.17 -0.07

Atom charges from the Löwdin analysis, given in e for atoms 1 to 6: -0.734 -0.521 -0.680 -0.432 0.795 0.838